1.
# C19H27IrN2O2S5

A molecular structure, C19H27IrN2O2S5 (ωB97M-V with the def2-TZVPD basis set, OMol25).

Results
Calculated total energy ... -84206.887 eV
Net charge ... +3
Lowest unoccupied orbital energy (alpha / beta) ... -9.12 / -11.19 eV
Molecular weight ... 667.99 g mol⁻¹
Energy relative to the best compared isomer or geometry (same formula, charge and spin) ... 1.081 eV
⟨S²⟩ ... 0.76
Spin multiplicity ... 2

Geometry as XYZ:
```
56
Properties=species:S:1:pos:R:3:mulliken_charge:R:1
Ir -0.15540 -0.08014 -0.02846 1.956
C 3.11174 1.93687 0.20628 -1.078
C 2.12055 3.04078 0.43483 -0.775
S 0.51018 2.60632 -0.28981 0.120
C -0.49972 3.58669 0.84173 -0.635
C -1.93268 3.27958 0.49717 -0.962
S -2.24674 1.50426 0.32960 0.040
C -2.72344 0.95520 1.98967 -0.903
C -1.56836 0.82879 2.95114 -0.723
S -0.29760 -0.29467 2.28320 0.121
C 1.15652 0.53723 3.00058 -0.598
C 2.42678 0.05782 2.33922 -1.036
S 2.44605 0.29447 0.54302 0.253
H 4.01244 2.07015 0.80718 0.688
H 3.40724 1.87140 -0.83824 0.356
H 2.44515 3.96966 -0.03885 0.601
H 1.96271 3.23603 1.49524 0.441
H -0.26614 4.63868 0.66314 0.553
H -0.25041 3.35377 1.87606 0.304
H -2.18924 3.69123 -0.47943 0.421
H -2.64185 3.68649 1.21926 0.541
H -3.21501 -0.00340 1.82590 0.300
H -3.47851 1.64930 2.36167 0.726
H -1.89337 0.40518 3.90228 0.619
H -1.10180 1.79162 3.14991 0.421
H 1.15153 0.30223 4.06660 0.584
H 1.02571 1.61234 2.87925 0.171
H 2.56241 -1.01637 2.48120 0.390
H 3.30431 0.54747 2.76309 0.591
S -3.07668 -3.50478 0.08062 -0.140
C -4.00299 -2.17192 -0.41243 -0.350
C -3.27063 -1.02376 -0.54246 -1.392
C -1.90336 -1.21168 -0.18107 -0.359
C -1.67145 -2.53160 0.12971 0.738
C -0.31450 -3.01351 0.17156 1.070
C 0.04587 -4.34798 0.31257 -1.189
C 1.35261 -4.73166 0.09207 -0.562
C 2.25909 -3.75840 -0.32347 -1.220
C 1.85166 -2.44861 -0.41138 -0.221
N 0.60016 -2.04815 -0.09830 -0.065
H -5.06022 -2.28723 -0.59744 0.526
H -3.74194 -0.12400 -0.90110 0.545
H -0.71712 -5.07321 0.56135 0.519
H 1.65259 -5.76566 0.19636 0.477
H 3.28027 -4.00279 -0.57862 0.504
H 2.55093 -1.70540 -0.75249 0.746
N -0.45252 -0.53235 -4.70599 -0.159
C 0.74116 0.28752 -4.29434 -0.782
C 0.88736 0.32844 -2.77497 0.725
O 1.88875 0.82321 -2.30135 -0.475
O -0.10111 -0.19809 -2.12614 -1.118
H -1.04312 -0.04450 -5.38239 0.395
H -1.00659 -0.72754 -3.85939 0.187
H -0.18142 -1.42281 -5.12780 0.391
H 0.60988 1.30317 -4.66200 0.331
H 1.64025 -0.12572 -4.74354 0.387
```

2.
# C10H17N4O7P2PdS

A molecular structure, C10H17N4O7P2PdS (ωB97M-V with the def2-TZVPD basis set, OMol25).

Results
Calculated total energy ... -63830.842 eV
Net charge ... +1
Lowest unoccupied orbital energy (alpha / beta) ... -3.86 / -4.61 eV
Molecular weight ... 505.70 g mol⁻¹
⟨S²⟩ ... 2.01
Spin multiplicity ... 3

Geometry as XYZ:
```
42
Properties=species:S:1:pos:R:3:mulliken_charge:R:1
Pd 0.18950 0.06482 0.38331 0.705
C 4.52013 -0.81095 1.21453 -1.711
C 3.06986 -0.45089 1.26664 0.804
N 2.37522 -0.23744 0.21330 -0.002
N 2.91713 -0.30710 -1.02986 -0.280
C 2.11981 -0.10716 -2.12531 0.683
N 2.76497 -0.13481 -3.29380 -0.370
S 0.46494 0.14683 -2.06441 -0.342
C 2.33621 -0.30917 2.56149 0.681
C 3.01309 -0.35576 3.76608 -0.594
C 2.29712 -0.22886 4.95303 -0.479
C 0.93154 -0.06411 4.88882 -1.098
C 0.32368 -0.00817 3.63898 -0.097
N 1.00183 -0.12042 2.50473 0.144
H 4.70667 -1.52015 0.40596 0.477
H 4.85979 -1.28829 2.12721 0.393
H 5.13584 0.07699 1.04826 0.386
H 3.91838 -0.39206 -1.12438 0.297
H 3.76114 -0.25393 -3.37244 0.190
H 2.23791 0.00505 -4.13937 0.229
H 4.08457 -0.47790 3.79805 0.259
H 2.81114 -0.26063 5.90381 0.449
H 0.32679 0.03229 5.77890 0.440
H -0.73990 0.15280 3.54009 0.566
C -4.73186 0.23055 2.10662 -1.725
C -3.59618 0.17968 1.08592 1.393
O -4.11945 0.06727 -0.24419 -0.646
P -2.67416 -1.38103 1.20130 0.521
O -3.65456 -2.51292 0.69589 -0.517
O -2.55876 -1.69700 2.75089 -0.485
O -1.36688 -1.42952 0.48079 -0.708
P -2.56885 1.72236 1.14013 0.605
O -2.05997 1.77257 2.67580 -0.507
O -3.48211 2.82815 0.81439 -0.724
O -1.34894 1.47725 0.27263 -0.559
H -5.38141 -0.63755 1.99185 0.392
H -5.31204 1.13419 1.92116 0.418
H -4.35487 0.25345 3.12798 0.352
H -4.31508 0.96216 -0.56210 0.430
H -4.01860 -2.33314 -0.18408 0.382
H -2.43490 -2.63273 2.95941 0.337
H -2.57816 2.42143 3.17026 0.310
```

3.
# CH3FN2O2

A molecular structure, CH3FN2O2 in a non-equilibrium geometry (ωB97M-V with the def2-TZVPD basis set, OMol25).

Results
Calculated total energy ... -10872.049 eV
Net charge ... 0
Lowest unoccupied orbital energy (alpha / beta) ... 0.43 / 0.43 eV
Molecular weight ... 94.05 g mol⁻¹
Energy relative to the best compared isomer or geometry (same formula, charge and spin) ... 3.178 eV
Spin multiplicity ... 1

Geometry as XYZ:
```
9
Properties=species:S:1:pos:R:3:mulliken_charge:R:1
C 0.81457 -0.77733 0.28897 -0.584
N 0.48722 0.50834 -0.20693 -0.112
N -1.26067 0.91741 0.01214 1.017
O -1.70480 0.36916 0.95095 -0.518
O -1.62892 1.69091 -0.77883 -0.487
F 0.56624 0.57316 -1.59296 -0.171
H 1.82252 -0.71094 0.70906 0.239
H 0.11713 -1.01901 1.09838 0.293
H 0.78670 -1.55170 -0.48078 0.323
```